1.
Molecular formula: C5H12NOS
Method: DFT, ωB97M-V/def2-TZVPD

```
20
Properties=species:S:1:pos:R:3:mulliken_charge:R:1
C -3.55560 0.14704 0.94285 -0.8639
S -1.89858 0.29166 0.08707 -0.0676
C -0.69683 -1.14800 0.41407 -1.3265
C 0.51951 -1.30817 -0.35812 -0.3578
C 1.27258 -0.06049 -0.73513 -0.1343
N 2.70172 -0.41323 -1.15227 -0.2923
C 1.40618 1.10960 0.24589 -0.0208
O 2.45797 1.49789 0.60479 -0.4460
H -3.61458 0.42172 1.92419 0.3425
H -3.99734 -0.88467 0.74637 0.2866
H -4.19917 0.76607 0.26408 0.3043
H -0.51028 -1.05426 1.49942 0.3780
H -1.30717 -1.98050 0.35483 0.5768
H 1.12090 -2.10666 0.17007 0.4362
H 0.28007 -1.76481 -1.55001 0.2868
H 0.70680 0.44905 -1.61276 0.3319
H 3.37389 -0.10368 -0.40560 0.3804
H 2.88708 -0.23878 -2.13819 0.3557
H 2.82689 -1.50977 -0.96858 0.4233
H 0.55943 1.80925 0.49325 0.4068
```

The energy relative to the best compared isomer or geometry (same formula, charge and spin) is 172.5 kJ/mol. Its highest occupied orbital energy is -0.4429 Eh. As for the charge: +1. Its total energy is -19743.2985 eV. Its LUMO energy is -0.1372 hartree. Its SMILES is CSCC[C@H]([NH3+])C=O. As for the gap between HOMO and LUMO: 8.3 eV.


2.
Molecular formula: C36H36CsN5P2S5
Method: DFT, ωB97M-V/def2-TZVPD

```
85
Properties=species:S:1:pos:R:3:mulliken_charge:R:1
Cs -3.20023 0.96341 1.74482 0.9904
N -4.22413 6.28171 2.12842 -0.4993
C -3.35233 5.87761 1.12112 0.2576
S -1.79053 6.52271 1.13182 -0.5698
N -3.89123 5.22671 0.13872 -1.0656
N -3.40863 4.33041 -0.65998 0.7269
C -3.70633 4.35861 -1.92328 -1.0326
C -3.34333 3.30271 -2.80628 0.9221
C -3.43503 3.48461 -4.20568 -0.7255
C -3.07543 2.46241 -5.05018 -0.4276
C -2.64803 1.25451 -4.50358 -0.7464
C -2.60523 1.16401 -3.12238 0.1341
N -2.93133 2.12961 -2.29468 -0.0957
H -3.74343 6.60811 2.95432 0.2329
H -4.97963 5.63371 2.31152 0.2352
H -4.20903 5.22591 -2.36628 0.2668
H -3.78553 4.43011 -4.59798 0.3589
H -3.12793 2.59161 -6.12478 0.3883
H -2.35733 0.41851 -5.12198 0.4926
H -2.29163 0.24251 -2.64238 0.3073
C 3.90847 -5.68919 0.85042 -0.7846
S 2.23377 -5.78539 0.15212 -0.1030
C 1.59507 -4.20689 0.80962 -0.0846
C 0.16407 -3.99309 0.35962 -0.9697
C -0.43523 -2.67759 0.86722 -1.3517
N 0.26577 -1.44899 0.42702 0.9268
P 0.17767 -0.32189 1.77402 -0.3815
C 1.25067 -1.25269 2.94262 0.2213
C 2.53547 -1.66159 2.58882 -0.5474
C 3.30177 -2.40069 3.46782 -0.6292
C 2.79797 -2.73209 4.71762 -0.5538
C 1.53477 -2.29729 5.08992 -0.6136
C 0.76097 -1.56039 4.21012 -0.1811
C 1.40807 0.98251 1.41282 1.1754
C 2.50607 0.91511 0.56352 0.3910
C 3.36837 1.99111 0.46292 -1.0583
C 3.14767 3.13971 1.20582 -0.5902
C 2.05527 3.21611 2.05442 -0.6767
C 1.19287 2.14241 2.15582 -0.8062
P -0.73963 -0.75519 -0.86708 -0.4721
C -0.25083 -1.91459 -2.19228 1.1051
C -1.20963 -2.31259 -3.12408 -0.9201
C -0.89543 -3.20819 -4.12468 -0.7915
C 0.38727 -3.73969 -4.20958 -0.6997
C 1.34977 -3.35789 -3.28418 -0.9002
C 1.03957 -2.45539 -2.28968 -0.0210
C 0.20247 0.73851 -1.35208 1.6870
C 1.21157 0.76191 -2.31188 -0.7022
C 1.81657 1.95621 -2.65868 -0.6710
C 1.40717 3.14501 -2.07878 -0.8790
C 0.36707 3.14091 -1.16248 -0.5248
C -0.23513 1.94921 -0.81298 -0.2388
H 4.42197 -6.60589 0.58102 0.3575
H 3.84377 -5.59999 1.93112 0.2212
H 4.42687 -4.83089 0.43142 0.2302
H 2.24307 -3.41709 0.43412 -0.1260
H 1.66767 -4.24989 1.89712 0.3594
H -0.45403 -4.80669 0.75092 0.6559
H 0.12327 -4.03629 -0.72938 0.2087
H -0.44323 -2.71169 1.96332 0.6167
H -1.48643 -2.66399 0.53222 0.4531
H 2.93017 -1.40099 1.61802 0.2719
H 4.29317 -2.72809 3.17662 0.4470
H 3.39027 -3.33229 5.39632 0.3628
H 1.14597 -2.54599 6.06712 0.4796
H -0.22553 -1.22149 4.50082 0.2817
H 2.66637 0.04161 -0.05228 0.1692
H 4.21417 1.93841 -0.21028 0.3872
H 3.81767 3.98321 1.11022 0.3840
H 1.86577 4.11701 2.62072 0.4414
H 0.32917 2.19661 2.80942 0.5959
H -2.21353 -1.91559 -3.05358 0.5546
H -1.64723 -3.50449 -4.84328 0.4134
H 0.63027 -4.45589 -4.98178 0.3821
H 2.34597 -3.77939 -3.34278 0.4066
H 1.78077 -2.17589 -1.55338 0.3398
H 1.53437 -0.15539 -2.78468 0.3612
H 2.61437 1.95731 -3.39248 0.3861
H 1.89707 4.07191 -2.34158 0.4012
H 0.01387 4.06431 -0.72948 0.5906
H -1.06083 1.95911 -0.11278 -0.3625
S -4.61343 -0.86399 6.65112 -0.5301
C -4.19333 -0.25189 5.14252 -0.0538
S -5.38963 -0.05619 3.95332 -0.6407
S -2.58273 0.16321 4.80542 -0.5508
```

The energy relative to the best compared isomer or geometry (same formula, charge and spin) is 162.0 kJ/mol. Its highest occupied orbital energy is -0.0160 Eh. As for the charge: -2. Its total energy is -118669.8513 eV. Its LUMO energy is 0.1168 hartree. As for the gap between HOMO and LUMO: 3.6 eV.


3.
Molecular formula: C14H33Cl2N3O5PS
Method: DFT, ωB97M-V/def2-TZVPD

```
59
Properties=species:S:1:pos:R:3:mulliken_charge:R:1
C -0.99916 -3.65741 4.39130 -1.3660
C -1.01577 -3.28793 2.82534 0.5170
C -0.23786 -1.88212 2.79446 -0.7678
O -0.87012 -1.10761 1.77527 -0.2644
P -2.46784 -1.61685 1.35967 0.2875
C -3.06450 0.01453 0.55660 -0.9130
C -3.27203 1.21661 1.55661 -0.7610
C -1.92992 1.82333 2.13954 0.0791
C -2.12327 3.35526 2.47282 -0.7170
N -2.15940 4.13228 1.19537 -0.2311
C -1.02683 5.03149 1.06211 0.3916
N -0.49097 5.08794 -0.11951 -0.6396
N -0.51128 5.83304 2.17571 -0.5850
C -1.79180 -2.33722 -0.30013 -1.4326
C -0.51997 -1.59710 -0.86496 0.1464
C -0.38441 -1.81178 -2.45322 -0.6723
C 0.96926 -1.06135 -2.84962 -0.8264
S 1.44358 -1.35535 -4.62538 1.2866
O 1.40616 -0.08566 -5.39489 -0.6387
O 0.53887 -2.41815 -5.13830 -0.6206
O 3.04747 -1.85156 -4.58676 -0.4783
O -2.29474 -3.15027 2.22870 -0.5055
H -0.88793 -4.77393 4.46953 0.3535
H -0.04682 -3.21364 4.81324 0.3171
H -1.90584 -3.25699 4.91501 0.2873
H -0.30563 -4.05113 2.38169 0.1894
H 0.84975 -1.86747 2.50207 0.2397
H -0.32120 -1.34522 3.78561 0.2668
H -3.75060 -2.18603 0.96032 -0.0855
H -2.94968 -1.02840 2.61091 -0.0477
H -4.08386 -0.20617 0.10976 0.3097
H -2.43443 0.39319 -0.29869 0.3225
H -4.00230 0.99822 2.39117 0.2791
H -3.75239 2.05444 0.95409 0.4612
H -1.70661 1.29745 3.11982 0.2238
H -1.04845 1.60532 1.47456 0.0779
H -1.31686 3.66298 3.18888 0.2638
H -3.13957 3.44835 2.95960 0.3308
H -3.02901 4.67278 1.23020 0.2926
H 0.29438 5.74889 -0.11389 0.1947
H 0.17776 6.48854 1.80470 0.2803
H 0.02053 5.19606 2.78332 0.2359
H -1.51871 -3.41113 -0.07189 0.3343
H -2.66299 -2.36656 -1.00999 0.5484
H 0.44422 -1.98164 -0.41402 0.2081
H -0.51534 -0.48663 -0.71222 0.0183
H -1.20931 -1.20759 -2.91708 0.2939
H -0.38792 -2.88790 -2.74683 0.3421
H 1.77330 -1.49898 -2.19111 0.4769
H 0.89382 0.04398 -2.68812 0.3697
H 3.34629 -1.61226 -3.68347 0.3122
Cl 7.45535 -1.27280 -2.86504 -0.1857
C 6.81774 -0.17256 -4.11232 -0.4739
C 5.99718 0.95085 -3.51817 -0.4708
Cl 4.46775 0.36843 -2.81755 -0.1347
H 6.23416 -0.76306 -4.81849 0.3151
H 7.67778 0.23916 -4.64145 0.3297
H 5.73469 1.66833 -4.29639 0.2792
H 6.54530 1.47897 -2.73851 0.3558
```

The energy relative to the best compared isomer or geometry (same formula, charge and spin) is 166.3 kJ/mol. Its highest occupied orbital energy is -0.1512 Eh. As for the charge: -1. Its total energy is -74927.5481 eV. Its LUMO energy is 0.0766 hartree. As for the gap between HOMO and LUMO: 6.2 eV.


4.
Molecular formula: C2H5PSi
Method: DFT, ωB97M-V/def2-TZVPD

```
9
Properties=species:S:1:pos:R:3:mulliken_charge:R:1
C -0.58786 -0.24656 -0.62589 -0.3533
C 0.55593 -0.25980 0.33240 -0.3294
Si -0.63585 1.12644 0.73820 0.3126
P 0.95869 0.16438 -1.35467 -0.2193
H -1.47291 -0.93229 -0.76615 0.3579
H 1.19119 -1.08195 0.65394 0.4359
H -0.39010 2.57090 0.95473 -0.0786
H -1.42638 0.41803 1.77912 -0.0793
H 1.80729 -1.75914 -1.71168 -0.0466
```

The energy relative to the best compared isomer or geometry (same formula, charge and spin) is 188.2 kJ/mol. Its highest occupied orbital energy is -0.3181 Eh. As for the charge: 0. Its total energy is -19316.1472 eV. Its LUMO energy is -0.0030 hartree. As for the gap between HOMO and LUMO: 8.6 eV.


5.
Molecular formula: C20H33N3O3S
Method: DFT, ωB97M-V/def2-TZVPD

```
60
Properties=species:S:1:pos:R:3:mulliken_charge:R:1
C -0.88158 -2.56073 -3.50867 -0.9503
C 0.15981 -3.28636 -2.65318 -0.9794
N 1.10876 -2.40552 -2.00765 0.3976
C 2.28559 -2.02265 -2.75025 -1.1005
C 2.52910 -0.50728 -2.69808 -0.4578
C 1.38872 0.27574 -3.36482 -0.4142
N 0.97942 1.42308 -2.58903 -0.1798
C -0.18585 1.44381 -1.90226 -0.0195
O -1.01929 0.56812 -2.01108 -0.6089
C -0.35871 2.68673 -1.02887 0.2157
C 0.67914 2.71447 0.10199 -1.1376
C 0.40816 1.58470 1.09388 0.0244
N -0.92537 1.67968 1.64640 0.2682
S -1.13423 2.84561 2.83786 1.1509
O 0.15222 3.30349 3.28118 -0.6718
O -2.09505 3.83902 2.43881 -0.7120
C -1.87995 1.84711 4.16023 -0.4644
C -0.85759 0.84435 4.63822 -0.8609
C -1.95816 1.65664 0.63010 -1.2146
C -1.76553 2.74533 -0.42665 -1.3245
C 1.03151 -2.18684 -0.64587 0.6444
C 2.16871 -1.96211 0.13888 -0.7754
C 2.05467 -1.77489 1.50295 -1.1288
C 0.82061 -1.80104 2.12488 -0.4639
C -0.32706 -1.99831 1.36509 0.6182
C -1.67911 -1.97871 2.01512 -1.7810
C -0.21207 -2.18123 -0.00173 0.1286
H -1.32086 -1.73576 -2.95307 0.1441
H -1.67007 -3.25308 -3.79402 0.4276
H -0.43226 -2.16790 -4.41849 0.3059
H -0.34742 -3.86674 -1.87907 0.5353
H 0.71202 -3.99798 -3.28079 0.4701
H 3.18249 -2.54570 -2.38496 0.3796
H 2.13601 -2.31888 -3.79035 0.4884
H 3.48458 -0.28455 -3.17578 0.4773
H 2.59314 -0.20148 -1.65274 0.3474
H 0.50217 -0.35550 -3.42596 -0.0302
H 1.67099 0.59913 -4.37094 0.4169
H 1.64998 2.16191 -2.45200 0.3149
H -0.20970 3.56086 -1.67508 0.4527
H 1.69649 2.62554 -0.28449 0.6240
H 0.59766 3.66204 0.63952 0.4866
H 1.10695 1.63896 1.92842 0.6310
H 0.49927 0.60876 0.60785 -0.7853
H -2.75953 1.38242 3.72532 0.3095
H -2.17860 2.54499 4.93785 0.4559
H -1.25415 0.23334 5.44663 0.4216
H -0.56527 0.20116 3.81280 -0.0286
H 0.02448 1.37269 4.99115 0.3346
H -2.91532 1.79873 1.13328 0.5168
H -1.93542 0.67375 0.15300 0.5920
H -1.91829 3.71703 0.04476 0.4961
H -2.50881 2.60863 -1.21306 0.5049
H 3.15326 -1.96805 -0.30122 0.3402
H 2.94851 -1.61914 2.09032 0.4264
H 0.74972 -1.67094 3.19461 0.4049
H -1.63649 -2.42346 3.00746 0.4282
H -2.40716 -2.52118 1.41650 0.4416
H -2.02319 -0.94922 2.11839 0.1361
H -1.11204 -2.30258 -0.58328 0.3307
```

The energy relative to the best compared isomer or geometry (same formula, charge and spin) is 20.3 kJ/mol. Its highest occupied orbital energy is -0.2799 Eh. As for the charge: 0. Its total energy is -42724.5250 eV. Its LUMO energy is 0.0281 hartree. Its SMILES is CCN(CCCNC(=O)C1CCN(S(=O)(=O)CC)CC1)c1cccc(C)c1. As for the gap between HOMO and LUMO: 8.4 eV.


6.
Molecular formula: C8H31N9O7
Method: DFT, ωB97M-V/def2-TZVPD

```
55
Properties=species:S:1:pos:R:3:mulliken_charge:R:1
C 2.13860 -1.75118 -1.32561 -0.4184
O 1.99630 -1.69602 -2.72856 -0.3973
C 2.87608 -0.75430 -3.33860 -0.8505
C 2.58327 0.68684 -2.91430 0.5061
C 1.12138 1.01864 -3.11622 -1.0095
N 3.49459 1.52722 -3.71310 -0.7609
H 1.65101 -0.93311 -0.78586 0.1488
H 3.21404 -1.77155 -1.10990 0.3634
H 1.64244 -2.65645 -0.97455 0.1397
H 3.91166 -1.01998 -3.10735 0.3618
H 2.62531 -0.85331 -4.39656 0.4178
H 2.88018 0.81036 -1.86966 0.2056
H 0.80404 0.67409 -4.10416 0.2922
H 0.94485 2.08377 -2.95634 0.3583
H 0.46150 0.49382 -2.42206 0.0859
H 3.20998 1.47541 -4.69063 0.2847
H 3.30241 2.50256 -3.49369 0.2805
N -2.90285 -2.31149 1.00593 -0.2627
C -3.96434 -2.48138 0.15623 0.5132
N -4.90455 -1.45284 0.14560 -0.4489
O -4.01397 -3.38305 -0.65489 -0.6070
H -2.92539 -1.61483 1.73040 0.1482
H -2.01746 -2.66342 0.68984 0.1710
H -5.71457 -1.70862 -0.39677 0.2340
H -5.05493 -0.97312 1.01948 0.2142
N 0.02468 3.44132 0.46325 -0.1767
C -0.55976 4.41107 -0.32308 0.5803
N -0.17411 5.69784 -0.05051 -0.4188
O -1.44203 4.15483 -1.11993 -0.6201
H 0.78016 3.76393 1.04413 0.2157
H 0.02891 2.49066 0.12603 0.0912
H -0.44611 6.36507 -0.75004 0.2371
H 0.53594 5.97908 0.59930 0.1730
N -0.19165 2.02775 3.30318 -0.2200
C -0.10928 1.22330 4.40346 0.4665
N 0.06921 -0.10113 4.14924 -0.2149
O -0.19176 1.66311 5.54341 -0.6872
H -0.43970 1.68410 2.38917 0.2087
H -0.23290 3.02073 3.42727 0.1684
H 0.31245 -0.69325 4.92025 0.1847
H 0.09696 -0.49607 3.21790 0.3113
N -0.54357 -4.06729 2.05706 -0.3956
C 0.49625 -3.19278 1.99057 0.5664
N 1.72053 -3.73439 1.74548 -0.3893
O 0.31939 -1.97439 2.05650 -0.8221
H -1.43309 -3.66331 2.28533 0.2978
H -0.44655 -5.03307 1.80501 0.1592
H 2.51259 -3.12545 1.83573 0.2430
H 1.82155 -4.71211 1.54871 0.1674
O -2.41720 0.29038 -1.43185 -0.6828
H -3.15489 -0.31452 -1.29085 0.2688
H -2.75963 1.15689 -1.18108 0.3210
O -0.22569 0.43503 0.21525 -0.7048
H -0.98852 0.40513 -0.40261 0.5632
H -0.32173 -0.35051 0.77506 0.1382
```

The energy relative to the best compared isomer or geometry (same formula, charge and spin) is 0.0 kJ/mol. Its highest occupied orbital energy is -0.3432 Eh. As for the charge: 0. Its total energy is -36546.2734 eV. Its LUMO energy is 0.0046 hartree. Its SMILES is COC[C@H](C)N.NC(N)=O.NC(N)=O.NC(N)=O.NC(N)=O.O.O. As for the gap between HOMO and LUMO: 9.5 eV.